C17H24BrN5O6W as an isolated structure. Source: the OMol25 dataset; level of theory: ωB97M-V/def2-TZVPD.

- Kohn-Sham gap (spin up / spin down): 8.06 / 9.07 eV

Structure (ORCA input):
```
! wB97M-V def2-TZVPD RIJCOSX def2/J DEFGRID3
* xyz 2 3
W 0.36 -0.20 0.21
N 0.93 0.11 2.57
C 2.12 1.00 2.80
C 3.41 0.45 2.17
C 3.13 0.15 0.73
O 3.54 0.77 -0.22
O 2.22 -0.83 0.60
H 0.16 0.47 3.13
H 1.15 -0.81 2.95
H 2.28 1.11 3.87
H 1.90 1.97 2.38
H 3.71 -0.48 2.66
H 4.21 1.17 2.26
C 2.30 2.32 -2.80
C 1.15 1.87 -1.93
C -0.20 2.12 -2.57
O 1.25 0.40 -1.68
C 1.18 2.55 -0.56
O 1.46 3.69 -0.39
O 0.75 1.74 0.44
H 2.23 1.86 -3.79
H 3.26 2.07 -2.35
H 2.25 3.40 -2.91
H -0.24 1.65 -3.56
H -0.35 3.19 -2.68
H -1.01 1.71 -1.96
H 2.22 0.27 -1.48
Br -1.34 -2.26 2.16
C -0.24 -3.18 0.92
C -0.08 -4.55 1.00
C 0.75 -5.14 0.05
C 1.34 -4.35 -0.93
C 1.11 -2.99 -0.92
N 0.34 -2.40 0.01
H -0.58 -5.13 1.76
H 0.92 -6.20 0.07
H 1.98 -4.78 -1.68
H 1.53 -2.34 -1.67
C -4.19 -1.16 -1.48
N -3.60 -0.18 -0.56
C -4.35 0.73 0.14
C -3.79 1.65 0.96
C -2.37 1.64 1.10
N -1.68 0.69 0.47
C -2.26 -0.14 -0.40
O -1.44 -0.86 -1.03
N -1.70 2.52 1.83
H -5.27 -1.20 -1.31
H -3.76 -2.14 -1.30
H -3.99 -0.88 -2.51
H -5.42 0.68 -0.02
H -4.40 2.38 1.47
H -2.18 3.29 2.27
H -0.70 2.59 1.71
*
```

***

C17H24Cl5LiN3OTa as an isolated structure at a distorted geometry. Source: the OMol25 dataset; level of theory: ωB97M-V/def2-TZVPD.

- Kohn-Sham gap: 6.82 eV

Structure (ORCA input):
```
! wB97M-V def2-TZVPD RIJCOSX def2/J DEFGRID3
* xyz 2 1
N 2.09 -0.70 0.19
C 3.24 -1.18 0.48
O 4.28 -1.62 0.79
Li -0.06 1.11 -2.50
Ta 0.23 -0.15 0.19
N -0.36 -1.39 -1.19
N -0.27 1.44 -0.91
C -0.32 -2.85 -0.92
C 0.56 2.67 -0.98
C 0.91 -3.43 -1.63
C -1.61 -3.45 -1.46
C -0.19 -3.12 0.57
C 0.45 3.31 -2.38
C 0.05 3.66 0.08
C 2.01 2.29 -0.71
H 0.83 -3.33 -2.71
H 1.00 -4.50 -1.39
H 1.81 -2.91 -1.30
H -2.47 -2.92 -1.03
H -1.66 -4.51 -1.17
H -1.66 -3.38 -2.55
H 0.73 -2.68 0.98
H -0.11 -4.21 0.70
H -1.07 -2.78 1.11
H 0.72 2.62 -3.22
H 1.17 4.14 -2.43
H -0.55 3.73 -2.56
H -0.91 4.10 -0.22
H 0.78 4.48 0.16
H -0.05 3.18 1.07
H 2.14 1.79 0.26
H 2.59 3.23 -0.68
H 2.43 1.66 -1.51
C -1.73 1.65 -1.12
H -2.30 0.85 -0.63
H -2.03 2.61 -0.66
H -2.00 1.67 -2.21
C -0.36 -1.03 -2.66
H -1.22 -0.37 -2.91
H 0.61 -0.58 -2.98
H -0.48 -1.94 -3.26
Cl 2.53 0.65 3.19
C 0.84 0.36 3.48
C -0.01 0.06 2.37
C -1.38 -0.10 2.63
Cl -2.37 -0.62 1.26
C -1.96 0.15 3.89
Cl -3.66 0.18 4.07
C -1.10 0.41 4.98
Cl -1.77 0.71 6.51
C 0.31 0.45 4.78
Cl 1.35 0.59 6.14
*
```

***

C17H24F5LiN3OSV as an isolated structure at a distorted geometry. Source: the OMol25 dataset; level of theory: ωB97M-V/def2-TZVPD.

- Kohn-Sham gap (spin up / spin down): 3.75 / 3.76 eV

Structure (ORCA input):
```
! wB97M-V def2-TZVPD RIJCOSX def2/J DEFGRID3
* xyz 2 1
N -1.42 -1.78 -0.58
C -1.82 -4.14 1.06
O -2.57 -4.86 0.59
Li -1.27 -2.44 -2.37
V -0.49 -0.45 -0.48
N -1.61 0.92 0.26
N 0.24 -0.14 -2.26
C -2.78 0.63 1.12
C 1.38 -0.85 -2.90
C -3.80 -0.24 0.37
C -3.52 1.89 1.53
C -2.34 -0.12 2.37
C 1.41 -0.57 -4.41
C 2.72 -0.35 -2.34
C 1.24 -2.37 -2.70
H -4.12 0.26 -0.55
H -4.67 -0.41 1.01
H -3.36 -1.21 0.09
H -2.87 2.55 2.11
H -4.37 1.60 2.16
H -3.90 2.41 0.66
H -1.99 -1.13 2.14
H -3.17 -0.19 3.09
H -1.52 0.42 2.87
H 0.40 -0.61 -4.83
H 2.02 -1.33 -4.92
H 1.85 0.41 -4.62
H 2.84 0.73 -2.51
H 3.55 -0.85 -2.86
H 2.82 -0.54 -1.27
H 1.21 -2.66 -1.65
H 2.12 -2.86 -3.15
H 0.38 -2.78 -3.27
C 0.07 1.22 -2.74
H -0.96 1.56 -2.59
H 0.74 1.94 -2.24
H 0.27 1.33 -3.81
C -1.37 2.30 -0.12
H -1.43 3.03 0.69
H -0.37 2.38 -0.54
H -2.07 2.65 -0.91
F 3.89 1.95 5.17
C 3.35 1.14 4.25
C 3.99 0.98 3.01
F 5.19 1.55 2.79
C 3.34 0.27 2.00
F 4.02 -0.01 0.86
C 2.03 -0.23 2.17
S 1.21 -1.12 0.87
C 1.50 -0.18 3.47
F 0.40 -0.93 3.77
C 2.11 0.54 4.49
F 1.50 0.70 5.68
*
```

***

C17H24IrN10S as an isolated structure. Source: the OMol25 dataset; level of theory: ωB97M-V/def2-TZVPD.

- Kohn-Sham gap: 5.81 eV

Structure (ORCA input):
```
! wB97M-V def2-TZVPD RIJCOSX def2/J DEFGRID3
* xyz 1 1
Ir 0.47 -0.63 -0.28
C 4.78 2.25 1.69
C 4.72 0.81 2.18
N 3.40 0.44 2.68
C 2.36 0.04 1.94
S 2.64 -0.27 0.20
N 1.20 -0.09 2.53
N 0.24 -0.58 1.69
C -0.91 -0.96 2.17
C -1.31 -0.80 3.59
C -1.72 -1.71 1.20
C -2.84 -2.43 1.57
C -3.38 -3.35 0.68
C -2.77 -3.53 -0.55
C -1.69 -2.73 -0.88
N -1.20 -1.82 -0.04
H 5.79 2.49 1.34
H 4.52 2.95 2.49
H 4.09 2.40 0.86
H 5.42 0.65 3.00
H 5.00 0.12 1.39
H 3.18 0.63 3.64
H -0.51 -0.33 4.16
H -1.56 -1.76 4.04
H -2.20 -0.16 3.64
H -3.26 -2.31 2.56
H -4.25 -3.93 0.95
H -3.14 -4.25 -1.26
H -1.22 -2.79 -1.85
C -2.98 -0.09 -1.52
C -2.15 0.98 -0.89
C -2.59 2.26 -0.70
C -1.51 3.02 -0.18
C -0.44 2.19 -0.07
C 0.93 2.61 0.36
N -0.81 0.92 -0.51
H -3.81 0.40 -2.03
H -3.42 -0.79 -0.81
H -2.44 -0.66 -2.28
H -3.58 2.62 -0.95
H -1.51 4.07 0.05
H 0.91 3.69 0.49
H 1.69 2.38 -0.39
H 1.24 2.18 1.31
N -0.32 -1.15 -5.51
N 0.27 -0.71 -4.35
N 1.32 0.09 -4.36
C 1.59 0.17 -3.07
N 0.73 -0.55 -2.35
N -0.11 -1.12 -3.19
H 0.05 -0.59 -6.27
H -1.33 -1.02 -5.43
H 2.40 0.75 -2.65
*
```